# 1
The following is a DFT calculation (ωB97M-V/def2-TZVPD) of a cluster of 12 separate species, C46H74N2O22 in total.

Output
LUMO energy	0.549	eV
max |F|	3.72	eV/Å
SMILES	O=C1CCCO1.O=C1CCCO1.O=C1CCCO1.O=C1CCCO1.O=C1CCCO1.O=C1CCCO1.O=C1CCCO1.O=C1CCCO1.O=C1CCCO1.O=C1CCCO1.CN(C)C=O.CN(C)C=O
energy relative to the best compared isomer or geometry (same formula, charge and spin)	254.17	kJ/mol
orbital gap	9.94	eV
HOMO level	-9.39	eV

Each line ends with the Löwdin charge.
Geometry (Å):
O -1.6440 -2.9008 -3.2943  0.141
C -1.1683 -3.8981 -2.9131  -0.573
O -1.3876 -4.4216 -1.6937  -0.006
C -0.7080 -5.6866 -1.5391  -0.144
C 0.4277 -5.6553 -2.5404  -0.108
C -0.2417 -4.7597 -3.6375  -0.061
H -1.5172 -6.4351 -1.6506  0.132
H -0.2954 -5.7196 -0.4973  0.135
H 0.7514 -6.5538 -2.9029  0.083
H 1.1997 -5.1296 -2.0243  0.107
H -0.8778 -5.3704 -4.3351  0.149
H 0.4666 -4.0806 -4.1955  0.147
O 4.0721 -3.8483 0.6099  0.068
C 4.7820 -3.1097 1.3124  -0.427
O 6.0230 -2.7247 0.9015  0.021
C 6.5692 -1.9166 1.9582  -0.160
C 5.9147 -2.3057 3.2623  -0.150
C 4.5954 -2.7886 2.7787  -0.096
H 6.3536 -0.8914 1.6771  0.126
H 7.6559 -2.1454 1.9885  0.137
H 6.0183 -1.5641 4.0711  0.135
H 6.5052 -3.1456 3.5770  0.110
H 3.8346 -1.9988 2.8946  0.111
H 4.1255 -3.6120 3.2693  0.121
O 1.8434 -2.2325 -2.1250  0.126
C 2.7537 -1.6421 -2.5981  -0.424
O 2.7136 -1.1482 -3.8899  -0.035
C 3.7729 -0.2419 -4.1788  -0.179
C 4.9006 -0.5444 -3.2243  -0.156
C 4.1704 -1.2438 -2.0931  -0.060
H 3.2144 0.8513 -4.0877  0.171
H 3.9971 -0.4682 -5.2633  0.132
H 5.3819 0.3449 -2.8443  0.110
H 5.6618 -1.1969 -3.7063  0.125
H 4.0018 -0.4470 -1.3542  0.114
H 4.6241 -2.0235 -1.5062  0.105
O -2.8656 3.3565 -2.2093  0.112
C -4.0228 3.6134 -2.0322  -0.554
O -4.3890 4.8519 -1.7717  0.042
C -5.8023 4.8955 -1.4526  -0.125
C -6.2120 3.4513 -1.1113  -0.105
C -5.1291 2.6951 -1.9413  -0.075
H -6.3909 5.2062 -2.3125  0.120
H -5.8791 5.6245 -0.6067  0.124
H -7.2714 3.1084 -1.4114  0.143
H -6.0423 3.2471 -0.0827  0.085
H -5.3798 2.5619 -2.9768  0.130
H -4.7474 1.7099 -1.5314  0.129
O 2.7110 0.1450 1.4531  0.085
C 2.6833 1.3052 1.0914  -0.490
O 3.4971 1.6545 0.1311  0.036
C 3.2679 2.9627 -0.3408  -0.116
C 2.2552 3.5980 0.7108  -0.115
C 1.8214 2.4293 1.6398  -0.063
H 2.8889 2.8563 -1.3325  0.091
H 4.1823 3.5043 -0.3677  0.113
H 1.3783 4.0010 0.2174  0.081
H 2.7703 4.4108 1.2675  0.114
H 0.7391 2.1916 1.5507  0.098
H 2.0974 2.8033 2.6491  0.134
O -4.5739 6.0252 1.2380  0.137
C -3.7555 5.1979 1.0867  -0.501
O -4.0456 3.8840 1.0399  0.018
C -2.8710 3.1317 1.3146  -0.140
C -1.6950 4.0532 1.1822  -0.157
C -2.2464 5.4559 1.0612  -0.041
H -2.8167 2.3942 0.4907  0.125
H -2.9584 2.6655 2.2877  0.130
H -1.1329 3.7430 0.2410  0.115
H -0.9509 3.8590 1.9348  0.103
H -1.8633 5.9339 0.1734  0.122
H -2.0325 6.0692 1.9131  0.118
O -0.2939 0.5248 3.1308  0.116
C -0.2086 -0.5178 2.5681  -0.552
O 0.2863 -1.6208 3.0327  0.027
C 0.6619 -2.4815 2.0156  -0.171
C -0.3345 -2.2181 0.9296  -0.115
C -0.5450 -0.7022 1.1352  -0.053
H 0.7286 -3.4697 2.4076  0.114
H 1.6169 -2.1541 1.6037  0.118
H -1.2903 -2.6481 1.1127  0.079
H 0.0796 -2.5554 -0.0638  0.126
H -1.5989 -0.4488 0.9521  0.123
H 0.1249 -0.1035 0.4746  0.123
O 0.2380 1.9132 -1.0561  0.106
C -0.3692 1.5468 -2.0401  -0.498
O -0.2365 2.1721 -3.1984  0.032
C -1.2820 1.6974 -4.0951  -0.128
C -1.5412 0.2488 -3.6278  -0.115
C -1.2535 0.3896 -2.1235  -0.077
H -0.9017 1.7180 -5.1047  0.114
H -2.1708 2.3270 -3.9720  0.103
H -0.8014 -0.4914 -4.0680  0.131
H -2.5518 0.0054 -3.9254  0.100
H -0.8609 -0.5671 -1.7436  0.126
H -2.1533 0.5215 -1.5602  0.093
O 3.3986 3.7591 -3.8359  0.090
C 2.3326 4.3264 -3.9293  -0.518
O 1.7633 4.8933 -2.9028  0.030
C 0.5250 5.5461 -3.2021  -0.123
C 0.4805 5.6740 -4.7559  -0.116
C 1.4242 4.5257 -5.1348  -0.080
H 0.5443 6.4898 -2.5921  0.138
H -0.3406 4.9917 -2.8565  0.107
H 0.9692 6.5762 -5.1170  0.110
H -0.4900 5.5461 -5.2090  0.108
H 2.1104 4.7490 -5.9767  0.131
H 0.8971 3.6077 -5.4114  0.113
O 4.2723 1.0236 7.4686  0.099
C 3.3737 0.5495 6.8196  -0.478
O 3.6137 -0.2158 5.7456  0.029
C 2.3717 -0.5814 5.1365  -0.156
C 1.2351 -0.2729 6.1783  -0.149
C 1.8473 0.8003 7.0492  -0.069
H 2.4912 -1.5926 4.7975  0.095
H 2.1705 -0.0305 4.2057  0.107
H 1.0677 -1.2604 6.6387  0.112
H 0.3887 0.1328 5.5995  0.102
H 1.5912 0.7302 8.1203  0.123
H 1.5809 1.8412 6.6827  0.146
C -4.0771 -1.5754 -0.5914  -0.309
O -3.9877 -0.3590 -0.4160  -0.022
N -4.4488 -2.3007 -1.6701  -0.171
C -4.6283 -3.7237 -1.5728  -0.053
C -5.0243 -1.5871 -2.8079  -0.018
H -3.7912 -2.2094 0.2195  0.116
H -4.4688 -4.0306 -0.5135  0.104
H -3.9346 -4.3161 -2.1639  0.072
H -5.6589 -3.9835 -1.8686  0.092
H -4.3854 -1.8192 -3.6273  0.070
H -6.0203 -2.0581 -3.0219  0.105
H -5.0292 -0.5413 -2.6202  0.060
C -2.1724 -3.7087 3.4926  -0.367
O -2.7581 -4.2169 2.5667  -0.012
N -1.2155 -4.4085 4.1830  -0.177
C -0.3508 -3.8345 5.3042  -0.023
C -0.9873 -5.8327 3.8190  -0.043
H -2.4510 -2.6232 3.9104  0.175
H 0.6599 -3.7314 4.9201  0.066
H -0.3855 -4.5620 6.1381  0.089
H -0.7791 -2.8389 5.5071  0.080
H -1.8263 -6.2071 3.2299  0.078
H -0.0908 -5.9739 3.1570  0.096
H -0.8591 -6.3953 4.7245  0.070

=====

# 2
The following is a DFT calculation (ωB97M-V/def2-TZVPD) of a structure of composition C26H52Br10O8S4.

Output
total charge	+1
LUMO energy (alpha / beta)	-3.809 / -8.883	eV
max |F|	4.42	eV/Å
spin multiplicity	2
orbital gap (alpha / beta)	8.10 / 3.02	eV
HOMO level (alpha / beta)	-11.91 / -11.91	eV

Each line ends with the Löwdin charge.
Geometry (Å):
C -21.9544 -11.2618 -7.8526  -0.212
C -22.6369 -12.6033 -8.1359  -0.174
C -21.6327 -13.5451 -8.9273  -0.210
S -20.0710 -12.7064 -9.0763  0.687
O -20.0872 -11.8944 -10.2922  -0.316
O -18.9544 -13.5419 -8.7075  -0.380
C -20.4449 -11.4974 -7.7617  -0.213
H -22.3427 -10.9369 -6.8873  0.117
H -22.2505 -10.5836 -8.6529  0.122
H -23.5082 -12.2088 -8.6588  0.120
H -22.9602 -13.1087 -7.2259  0.083
H -21.9000 -14.1322 -9.8059  0.118
H -21.2902 -14.3537 -8.2816  0.005
H -19.7629 -10.6484 -7.8086  0.109
H -20.1355 -12.0060 -6.8486  0.090
C -25.7951 -17.2060 -5.2426  -0.210
C -24.7657 -16.1243 -4.7405  -0.199
C -25.1563 -14.8551 -5.5349  -0.239
S -25.2642 -15.3278 -7.2676  0.720
O -23.9485 -15.5648 -7.8541  -0.352
O -26.3701 -14.6443 -7.8967  -0.317
C -25.7807 -17.1338 -6.7238  -0.208
H -26.8054 -16.8076 -5.1498  0.116
H -25.6497 -18.1880 -4.7926  0.077
H -23.7680 -16.3653 -5.1074  0.081
H -24.6924 -16.0257 -3.6574  0.112
H -24.3908 -14.0817 -5.4702  0.064
H -26.1462 -14.6489 -5.1278  0.113
H -25.1241 -17.7578 -7.3300  0.089
H -26.6915 -17.3249 -7.2913  0.095
C -17.6894 -22.3947 -4.9968  -0.225
C -18.8934 -21.3537 -4.9576  -0.225
C -19.8843 -21.7141 -6.0956  -0.169
S -19.7250 -23.6650 -6.1344  0.760
O -19.4835 -24.0600 -7.5188  -0.342
O -20.9574 -24.1886 -5.4976  -0.360
C -18.2007 -23.7718 -5.1046  -0.237
H -17.0834 -22.2647 -4.1002  0.118
H -17.1242 -22.2329 -5.9146  0.115
H -18.5854 -20.3103 -5.0250  0.091
H -19.3638 -21.4553 -3.9796  0.105
H -19.4354 -21.2332 -6.9647  0.091
H -20.8720 -21.2814 -5.9362  0.061
H -17.5057 -24.5489 -5.4228  0.116
H -18.4458 -24.1328 -4.1057  0.110
C -18.0644 -19.4119 1.5197  -0.210
C -18.4694 -18.6236 0.2351  -0.212
C -17.9489 -19.4020 -0.9973  -0.244
S -16.6361 -20.5142 -0.4199  0.698
O -15.3847 -20.1316 -1.0787  -0.344
O -17.1513 -21.8934 -0.5914  -0.354
C -16.7192 -20.0513 1.3008  -0.229
H -18.8398 -20.1777 1.5405  0.119
H -18.0935 -18.7468 2.3828  0.122
H -17.8888 -17.7056 0.3255  0.078
H -19.5536 -18.5111 0.2245  0.074
H -17.4082 -18.7415 -1.6752  0.042
H -18.7042 -20.0335 -1.4653  0.082
H -16.0401 -19.2026 1.2203  0.097
H -16.2783 -20.8265 1.9275  0.122
Br -16.5037 -13.9888 -6.4533  0.921
C -17.0901 -15.5234 -7.5773  -0.589
C -16.4195 -16.7990 -6.9199  -0.512
Br -14.4196 -16.3761 -6.8500  0.796
H -16.5797 -15.4043 -8.5330  0.063
H -18.1566 -15.5734 -7.7971  -0.018
H -16.5786 -17.7294 -7.4651  0.084
H -16.8176 -16.7700 -5.9056  0.020
Br -15.2620 -14.3665 1.1699  0.692
C -15.9189 -15.5110 -0.2326  -0.736
C -16.8072 -14.7367 -1.1860  -0.563
Br -17.4266 -15.9653 -2.7326  0.607
H -16.3488 -16.3933 0.2415  0.024
H -15.1083 -15.9472 -0.8163  0.061
H -16.1956 -13.9492 -1.6264  0.052
H -17.5926 -14.1404 -0.7216  0.054
Br -21.9328 -13.3746 -3.4475  0.554
C -22.5412 -13.5746 -1.4967  -0.554
C -21.3154 -13.6592 -0.5346  -0.657
Br -20.6605 -11.8484 -0.0730  0.592
H -23.0805 -14.5214 -1.4682  0.044
H -23.2747 -12.7897 -1.3123  0.054
H -20.4665 -14.1923 -0.9630  0.025
H -21.5333 -14.2679 0.3430  0.064
Br -23.3980 -20.2184 -4.2625  0.658
C -23.9540 -22.0039 -5.0712  -0.603
C -25.4121 -22.0790 -4.8566  -0.714
Br -26.2366 -23.3759 -6.0896  0.629
H -23.3307 -22.8684 -4.8429  0.068
H -23.7484 -21.8965 -6.1362  0.048
H -25.8917 -21.1359 -5.1186  0.034
H -25.5793 -22.4861 -3.8594  0.064
Br -21.2223 -18.0466 -2.1942  0.599
C -21.0181 -17.9485 -4.2213  -0.624
C -20.2110 -16.7013 -4.6416  -0.691
Br -20.3749 -16.2908 -6.5399  0.759
H -22.0425 -17.7435 -4.5320  -0.023
H -20.6353 -18.8085 -4.7709  0.038
H -19.1505 -16.9316 -4.7439  -0.037
H -20.4369 -15.7215 -4.2209  -0.022

=====

# 3
The following is a DFT calculation (ωB97M-V/def2-TZVPD) of a structure of composition C34H30Cl2GdN3O7SSi.

Output
LUMO energy (alpha / beta)	-0.840 / 0.050	eV
max |F|	2.42	eV/Å
spin multiplicity	8
energy relative to the best compared isomer or geometry (same formula, charge and spin)	0.00	kJ/mol
orbital gap (alpha / beta)	7.11 / 8.03	eV
HOMO level (alpha / beta)	-7.95 / -7.98	eV

Each line ends with the Löwdin charge.
Geometry (Å):
Gd -0.3399 -1.8002 0.1272  1.361
O 0.1864 -6.0757 4.4261  0.138
C 0.0079 -6.7383 3.3007  -0.502
O -0.1643 -7.9305 3.2636  0.106
C 0.0764 -5.9518 2.0327  -0.038
C 0.1841 -6.5298 0.7865  0.018
N 0.2035 -5.5329 -0.1106  0.042
N 0.1138 -4.3347 0.4603  -0.011
C 0.0347 -4.5648 1.7666  -0.138
C -0.1644 -3.3898 2.6916  -0.531
O 0.1279 -3.5017 3.8752  0.089
O -0.6511 -2.3474 2.1264  -0.199
H 0.2193 -5.0937 4.2915  0.064
H 0.2324 -7.5733 0.5248  0.144
H 0.2893 -5.6001 -1.1099  0.172
Cl -2.6547 -3.3246 -0.2650  0.752
C -3.4909 -2.5671 -1.5980  -0.621
C -4.3685 -3.3507 -2.3242  -0.115
C -5.0434 -2.7989 -3.3969  -0.086
C -4.8232 -1.4730 -3.7341  -0.115
C -3.9421 -0.7051 -2.9956  -0.686
Cl -3.7005 0.9407 -3.4595  0.672
C -3.2391 -1.2200 -1.8859  -0.700
S -2.1866 -0.1854 -0.9585  0.589
H -4.5195 -4.3854 -2.0473  0.105
H -5.7399 -3.3966 -3.9682  0.106
H -5.3342 -1.0251 -4.5753  0.104
O 1.7072 -1.9341 -0.6225  -0.107
C 1.1454 -1.7926 -1.7499  -0.655
O 0.0516 -2.3552 -1.9974  -0.112
C 1.7590 -0.8000 -2.7382  -0.200
N 2.2352 0.3643 -1.9615  -0.028
C 2.0645 1.5472 -2.8119  -0.174
C 0.6986 1.2843 -3.4322  -0.150
C 0.7507 -0.2175 -3.7531  -0.103
H 2.5786 -1.3126 -3.2529  0.158
H 3.1828 0.2440 -1.6272  0.128
H 1.2852 0.4477 -0.5009  0.032
H 2.8370 1.6133 -3.5885  0.123
H 2.1007 2.4545 -2.2070  0.098
H 0.5076 1.9018 -4.3077  0.116
H -0.0837 1.4759 -2.6938  0.090
H 1.1021 -0.3909 -4.7697  0.116
H -0.2232 -0.6894 -3.6453  0.103
O 0.6678 0.4753 0.3059  -0.298
Si 0.7016 2.0148 0.9860  0.609
C 0.1740 1.9056 2.7803  -0.221
C 0.0635 0.6715 3.4172  -0.082
C -0.3431 0.5748 4.7392  -0.065
C -0.6402 1.7259 5.4523  -0.081
C -0.5196 2.9676 4.8404  -0.085
C -0.1187 3.0555 3.5175  -0.092
C 2.4946 2.5629 0.8223  -0.215
C 2.8850 3.8940 0.6693  -0.096
C 4.2239 4.2373 0.5478  -0.081
C 5.2012 3.2542 0.5919  -0.085
C 4.8334 1.9264 0.7650  -0.082
C 3.4942 1.5860 0.8752  -0.101
C -0.5158 3.0980 0.0560  -0.223
C -1.8722 2.9962 0.3744  -0.118
C -2.8224 3.7261 -0.3205  -0.077
C -2.4325 4.5854 -1.3380  -0.081
C -1.0886 4.7129 -1.6575  -0.082
C -0.1410 3.9729 -0.9660  -0.108
H 0.3112 -0.2297 2.8810  0.072
H -0.4201 -0.3989 5.2076  0.109
H -0.9635 1.6598 6.4833  0.103
H -0.7410 3.8684 5.3993  0.102
H -0.0392 4.0300 3.0454  0.107
H 2.1316 4.6741 0.6526  0.100
H 4.5078 5.2740 0.4157  0.104
H 6.2463 3.5224 0.5053  0.103
H 5.5951 1.1578 0.8166  0.104
H 3.2207 0.5448 1.0129  0.106
H -2.1882 2.3294 1.1692  0.103
H -3.8712 3.6230 -0.0723  0.108
H -3.1755 5.1562 -1.8807  0.103
H -0.7777 5.3875 -2.4458  0.103
H 0.9056 4.0729 -1.2335  0.081

=====

Number 1: total energy -96928.24797 eV. Number 2: total energy -787937.10465 eV. Number 3: total energy -119147.36948 eV.